# 1
ORCA calculation (wB97M-V/def2-TZVPD) on C32H51AsI2N3O5SbSi3Ti as an isolated structure in a non-equilibrium geometry.

Geometry as ORCA input:
```
! wB97M-V def2-TZVPD RIJCOSX def2/J DEFGRID3
* xyz 0 1
Ti -0.22557 -1.05662 -0.42345
O 0.85500 -0.04671 3.01295
C 0.75945 -0.62969 1.98552
O 0.89075 -0.06587 0.73837
C 0.60419 -2.19415 1.84966
O 0.82104 -2.97109 2.71401
O 0.34733 -2.54950 0.53519
O 1.33631 1.11023 -1.51607
C 0.57788 2.18596 -2.01645
C -0.90450 1.91810 -1.98964
C -1.75120 2.84644 -2.57319
C -3.11744 2.63764 -2.54626
C -3.59668 1.48845 -1.94130
C -2.68844 0.60196 -1.40369
N -1.35609 0.80195 -1.40660
H 1.37570 1.17235 -0.55024
H 0.88650 2.35911 -3.04928
H 0.78561 3.10208 -1.45539
H -1.32595 3.72970 -3.03484
H -3.79362 3.35674 -2.99087
H -4.64933 1.24698 -1.86953
H -3.06816 -0.30470 -0.95240
N -4.37317 -4.54913 -5.51879
C -3.75008 -4.02025 -4.71357
C -2.93426 -3.35025 -3.72272
C -2.93703 -3.76879 -2.40973
C -2.12467 -3.10190 -1.50108
N -1.36793 -2.06360 -1.86376
C -1.34890 -1.67591 -3.15112
C -2.11472 -2.28833 -4.11007
H -3.55118 -4.59174 -2.07619
H -2.08567 -3.40686 -0.46533
H -0.70806 -0.84327 -3.40308
H -2.07429 -1.95772 -5.13761
C 0.66891 3.39913 1.85192
As -1.00941 2.39019 1.63060
C -2.07437 3.94545 1.07580
C -1.52059 2.34849 3.54726
C -2.92313 2.82037 3.80011
C -3.99955 2.19293 3.16876
C -5.30226 2.58399 3.43013
C -5.55564 3.61384 4.32950
C -4.49453 4.25564 4.94871
C -3.18761 3.86516 4.67867
H 0.49734 4.31047 2.42648
H 1.08868 3.67321 0.88131
H 1.38681 2.77271 2.38294
H -2.05017 4.73436 1.82919
H -3.11061 3.65074 0.91622
H -1.67376 4.33269 0.13659
H -0.79137 2.93624 4.10597
H -1.41247 1.31302 3.87328
H -3.81879 1.38286 2.46776
H -6.11925 2.07424 2.93463
H -6.57414 3.91085 4.54483
H -4.68106 5.05495 5.65523
H -2.36219 4.37369 5.16471
C 3.41562 0.60303 -4.11535
Si 3.00715 -1.21164 -4.00925
C 1.60532 -1.62949 -5.18363
C 4.49325 -2.20240 -4.55615
Sb 2.23405 -1.78975 -1.63905
Si 4.16371 -0.93320 -0.17813
C 4.00949 0.88828 0.15795
C 5.73817 -1.25605 -1.12283
C 4.19615 -1.85203 1.43503
Si 2.43157 -4.35177 -1.48363
C 0.81219 -4.97307 -2.16780
C 3.83374 -4.97233 -2.54584
C 2.67586 -4.95224 0.25496
H 3.86176 0.82366 -5.08961
H 4.12516 0.90428 -3.34066
H 2.52358 1.21987 -3.99893
H 2.00062 -1.81916 -6.18524
H 0.87856 -0.81634 -5.26098
H 1.07053 -2.52767 -4.86420
H 4.91292 -1.73281 -5.45135
H 4.21076 -3.22328 -4.81617
H 5.28072 -2.25614 -3.80347
H 3.91374 1.47905 -0.75491
H 4.90503 1.22179 0.69163
H 3.14960 1.09632 0.79836
H 5.76577 -0.70986 -2.06862
H 5.86454 -2.31907 -1.34435
H 6.59529 -0.93432 -0.52352
H 3.36044 -1.57945 2.08294
H 5.11841 -1.59822 1.96628
H 4.16635 -2.93302 1.30463
H 0.55901 -4.49004 -3.11641
H 0.00629 -4.77332 -1.45860
H 0.85114 -6.05290 -2.33879
H 3.55442 -5.01033 -3.60034
H 4.09671 -5.98698 -2.23182
H 4.72893 -4.35359 -2.45852
H 2.13722 -4.36022 0.99425
H 3.73368 -4.96341 0.52547
H 2.30097 -5.97809 0.32389
I -2.23271 -1.23893 1.50721
I -5.31643 -1.38583 -0.22104
*
```

Properties
Relative energy (zero: lowest compared OMol25 entry of this formula, charge and spin) ... 67.40 kcal per mole
Molar mass ... 1140.39 g mol⁻¹
E_HOMO (spin up / spin down) ... -6.5 / -6.5 eV
Electronic energy ... -6579.99336 a.u.
HOMO-LUMO gap (spin up / spin down) ... 4.5823 / 4.5768 eV
F_max ... 1.7 eV/A

Löwdin population analysis, charges in e, atoms 1 to 6: Ti 0.702; O 0.131; C -0.622; O -0.344; C -0.615; O 0.163

=====

# 2
ORCA calculation (wB97M-V/def2-TZVPD) on a single C3H5N3 molecule in a non-equilibrium geometry.

Geometry as ORCA input:
```
! wB97M-V def2-TZVPD RIJCOSX def2/J DEFGRID3
* xyz 0 1
H -2.67190 0.66497 -0.01581
N -2.15043 -0.19294 0.04562
C -0.88992 -0.01812 -0.07911
C 0.05363 1.09084 -0.05025
C 1.28401 0.54234 0.06199
N 1.21600 -0.84025 0.15363
N -0.10740 -1.16794 -0.16743
H -0.20333 2.14123 -0.03546
H 2.25399 1.02262 0.11372
H 1.87914 -1.36023 -0.41015
H -0.66379 -1.88251 0.38326
*
```

Properties
Relative energy (zero: lowest compared OMol25 entry of this formula, charge and spin) ... 37.23 kcal per mole
Molar mass ... 83.09 g mol⁻¹
E_HOMO ... -8.0 eV
Electronic energy ... -281.53073 a.u.
HOMO-LUMO gap ... 8.9981 eV
SMILES string ... [H]/N=c1\cc[nH][nH]1
F_max ... 2.0 eV/A

Löwdin population analysis, charges in e, atoms 1 to 6: H 0.025; N 0.087; C -0.486; C -0.017; C -0.110; N -0.026

=====

# 3
ORCA calculation (wB97M-V/def2-TZVPD) on C20H17Cl5N2ReSe2 as an isolated structure.

Geometry as ORCA input:
```
! wB97M-V def2-TZVPD RIJCOSX def2/J DEFGRID3
* xyz 2 4
Re -0.07707 -0.01103 0.12114
Cl -1.56643 -0.47419 3.69522
C 0.09783 -0.11930 3.40676
C 0.57596 0.02162 2.10592
C 1.90461 0.36298 2.00170
Cl 2.31603 0.67014 0.27970
C 2.81388 0.54333 3.01154
Cl 4.42065 0.98137 2.66872
C 2.31825 0.34796 4.30389
Cl 3.36672 0.51558 5.62713
C 0.96400 0.02798 4.49810
Cl 0.37632 -0.18115 6.08126
Se -2.81037 -0.96239 -1.80354
Se -0.97570 -1.86710 -2.91722
C -0.02691 -0.22040 -3.11742
C 0.36810 0.13861 -4.39207
C 1.04410 1.33554 -4.57962
C 1.27275 2.15726 -3.48761
C 0.84832 1.73438 -2.24994
N 0.22850 0.54800 -2.04272
C -2.46765 -1.93307 -0.19680
C -3.30056 -2.97352 0.14523
C -2.93843 -3.82297 1.18612
C -1.72466 -3.63026 1.81751
C -0.95694 -2.54385 1.46236
N -1.33940 -1.67019 0.50351
H 0.12374 -0.50310 -5.22703
H 1.35918 1.63431 -5.57210
H 1.76182 3.11685 -3.58737
H 0.99234 2.36741 -1.38472
H -4.19639 -3.14403 -0.43562
H -3.58103 -4.64883 1.46375
H -1.37296 -4.29255 2.59576
H -0.02223 -2.34335 1.95888
C -3.26475 3.07577 0.85881
C -2.47869 2.19270 -0.12687
C -1.97649 3.02198 -1.29988
C -1.38378 1.53860 0.71778
H -4.09326 3.56185 0.34005
H -2.62650 3.85922 1.27678
H -3.67716 2.49780 1.68794
H -3.16026 1.43266 -0.50483
H -1.16363 3.68994 -0.99290
H -2.78097 3.65079 -1.68287
H -1.63264 2.40708 -2.13357
H -1.81230 1.06743 1.60394
H -0.65053 2.28174 1.06263
*
```

Properties
Relative energy (zero: lowest compared OMol25 entry of this formula, charge and spin) ... 0.00 kcal per mole
Molar mass ... 806.76 g mol⁻¹
E_HOMO (spin up / spin down) ... -14.7 / -14.9 eV
Electronic energy ... -8063.30947 a.u.
HOMO-LUMO gap (spin up / spin down) ... 7.1677 / 7.0335 eV
F_max ... 0.9 eV/A

Löwdin population analysis, charges in e, atoms 1 to 6: Re 1.427; Cl 0.776; C -0.664; C -0.392; C -0.606; Cl 0.785

=====

# 4
ORCA calculation (wB97M-V/def2-TZVPD) on C32H50ClIrO2P as an isolated structure in a non-equilibrium geometry.

Geometry as ORCA input:
```
! wB97M-V def2-TZVPD RIJCOSX def2/J DEFGRID3
* xyz 0 6
Ir -0.58028 0.07857 1.10957
P -0.32125 0.51854 -1.13790
Cl 1.52363 1.12231 1.49926
C -1.96414 1.23439 0.66910
H -1.80451 2.26405 1.03440
H -3.03019 0.89826 0.67133
C 1.00828 -0.50947 -2.02120
C -0.27270 2.34218 -1.60064
C 2.44378 -0.03860 -1.75303
H 0.89458 -1.50519 -1.54988
C 3.47534 -1.03732 -2.31519
H 2.60395 0.94024 -2.22932
H 2.59660 0.11329 -0.67505
C 3.25508 -1.37480 -3.79709
H 4.48468 -0.63075 -2.17724
H 3.42292 -1.96392 -1.72698
C 1.79339 -1.68851 -4.13378
H 3.59867 -0.53466 -4.41640
H 3.87706 -2.23442 -4.07356
C 0.80871 -0.68104 -3.53640
H 1.65704 -1.71717 -5.22228
H 1.54753 -2.69090 -3.75742
H 0.94512 0.29281 -4.02882
H -0.20790 -1.01002 -3.77065
C -1.92301 -0.06869 -1.91457
C 0.38914 2.63352 -2.96389
H -1.34465 2.60157 -1.66268
C 0.22930 4.09956 -3.35021
H 1.45769 2.37640 -2.90001
H -0.04143 2.01004 -3.75894
C 0.73668 5.06698 -2.27162
H 0.75395 4.28475 -4.29356
H -0.83343 4.30373 -3.53200
C 0.19093 4.73460 -0.88206
H 1.83378 5.03615 -2.23957
H 0.46306 6.09194 -2.54689
C 0.34931 3.24852 -0.53511
H 0.70149 5.34231 -0.12556
H -0.87177 5.00561 -0.83779
H 1.41868 3.01088 -0.45466
H -0.08306 3.03509 0.44681
C -2.00288 -1.59499 -1.85873
H -2.66055 0.31963 -1.19178
C -3.43820 -2.05947 -2.10553
H -1.32494 -2.05256 -2.59409
H -1.66091 -1.94870 -0.87620
C -4.04620 -1.44647 -3.37330
H -3.44807 -3.15410 -2.17361
H -4.05000 -1.78586 -1.23322
C -3.82416 0.06609 -3.50910
H -3.62143 -1.95726 -4.24735
H -5.12176 -1.65328 -3.38742
C -2.37558 0.49623 -3.27522
H -4.15314 0.40109 -4.49806
H -4.45305 0.58085 -2.77022
H -1.72730 0.14226 -4.08885
H -2.31373 1.59336 -3.28875
C -0.11770 -1.80879 1.59167
C 0.34819 -1.41206 2.89715
H 0.71351 -2.08947 0.92332
C -0.72043 -1.11151 3.96171
H 0.75410 -0.36919 2.79364
C -1.74150 -2.22106 4.04831
H -0.26872 -0.93135 4.93721
H -1.20700 -0.15796 3.67579
C -2.29539 -2.60232 2.67760
H -1.29651 -3.09952 4.54572
H -2.56619 -1.88747 4.68485
C -1.20279 -2.90809 1.64045
H -2.95953 -3.47834 2.77886
H -2.90152 -1.76263 2.29712
H -0.69849 -3.86596 1.85597
H -1.64155 -2.99978 0.64225
O 3.48595 -1.34638 2.86901
C 2.57947 -1.51051 3.64885
O 1.42411 -2.25325 3.33522
C 2.49139 -0.93251 5.03253
C 2.41160 0.45255 5.16578
C 2.23789 1.01146 6.43566
C 2.23043 0.19437 7.57204
C 2.26985 -1.19889 7.41553
C 2.38093 -1.76793 6.14172
H 2.48221 1.06717 4.27185
H 2.12044 2.08912 6.53322
H 2.11486 0.63611 8.56992
H 2.20597 -1.83817 8.29317
H 2.40629 -2.84530 5.99677
*
```

Properties
Molar mass ... 725.39 g mol⁻¹
E_HOMO (spin up / spin down) ... -5.9 / -9.1 eV
Electronic energy ... -2305.46698 a.u.
HOMO-LUMO gap (spin up / spin down) ... 6.4787 / 7.1193 eV
F_max ... 5.5 eV/A

Löwdin population analysis, charges in e, atoms 1 to 6: Ir 1.138; P 0.927; Cl 0.185; C -0.429; H -0.017; H 0.000

=====

# 5
ORCA calculation (wB97M-V/def2-TZVPD) on a single CH3NO2S molecule in a non-equilibrium geometry.

Geometry as ORCA input:
```
! wB97M-V def2-TZVPD RIJCOSX def2/J DEFGRID3
* xyz 0 1
C -0.24842 -0.73031 -0.96066
N -0.42127 0.51872 -0.31333
S 0.18573 0.79070 1.31647
O -0.17359 2.11691 1.76274
O 1.33443 0.10911 1.82141
H -0.15848 -0.35650 -2.02327
H -1.15852 -1.34640 -1.16215
H 0.64011 -1.10224 -0.44120
*
```

Properties
Relative energy (zero: lowest compared OMol25 entry of this formula, charge and spin) ... 76.08 kcal per mole
Molar mass ... 93.11 g mol⁻¹
E_HOMO (spin up / spin down) ... -9.9 / -10.0 eV
Electronic energy ... -643.19292 a.u.
HOMO-LUMO gap (spin up / spin down) ... 8.2054 / 8.2193 eV
SMILES string ... CN=S(=O)=O
F_max ... 5.2 eV/A

Löwdin population analysis, charges in e, atoms 1 to 6: C -0.229; N -0.212; S 0.817; O -0.323; O -0.318; H 0.108

=====

# 6
ORCA calculation (wB97M-V/def2-TZVPD) on C17H20Cl5O2P2Pd as an isolated structure.

Geometry as ORCA input:
```
! wB97M-V def2-TZVPD RIJCOSX def2/J DEFGRID3
* xyz -1 1
Pd 0.91880 0.56040 0.17769
Cl -2.01658 7.19425 -0.27240
C -1.55417 5.62651 0.30437
C -0.39412 5.00662 -0.15499
Cl 0.60104 5.81521 -1.32157
C -0.02769 3.75907 0.31051
Cl 1.41239 2.96783 -0.28040
C -0.78201 3.02759 1.27882
O -0.45509 1.89387 1.71715
C -1.97459 3.69637 1.70335
Cl -2.96531 2.83525 2.83477
C -2.33753 4.94645 1.24041
Cl -3.78940 5.69004 1.82529
C -3.29634 -0.27563 -0.68685
P -1.45727 -0.33374 -0.43567
C -1.60776 -1.02857 1.27474
C -1.00705 -1.84094 -1.40962
C -1.92173 -2.46275 -2.26229
C -1.55486 -3.53124 -3.06847
C -0.25688 -4.01410 -3.02901
C 0.66294 -3.40969 -2.18412
C 0.31522 -2.32430 -1.38391
P 1.56614 -1.49642 -0.30207
C 1.77121 -2.77199 0.99858
C 3.12697 -1.76493 -1.22910
H -3.55643 0.01109 -1.70734
H -3.65797 0.51010 -0.02085
H -3.79999 -1.21191 -0.42993
H -2.04723 -2.02957 1.26265
H -2.25065 -0.34956 1.83710
H -0.64386 -1.04163 1.77879
H -2.94360 -2.11045 -2.30608
H -2.28763 -3.98496 -3.72524
H 0.03967 -4.85098 -3.64945
H 1.67693 -3.78999 -2.15728
H 2.04960 -3.74044 0.57390
H 0.83692 -2.87734 1.55000
H 2.53904 -2.43105 1.69458
H 3.38767 -2.81549 -1.37970
H 3.91904 -1.28824 -0.65029
H 3.06112 -1.25825 -2.19187
C 3.78572 1.03509 2.34345
O 2.65431 0.29170 2.72900
H 3.97281 0.96187 1.26575
H 4.65063 0.63335 2.87523
H 3.69116 2.09800 2.59529
H 1.94640 0.47352 2.06711
*
```

Properties
Relative energy (zero: lowest compared OMol25 entry of this formula, charge and spin) ... 6.33 kcal per mole
Molar mass ... 601.98 g mol⁻¹
E_HOMO ... -3.8 eV
Electronic energy ... -3921.92097 a.u.
HOMO-LUMO gap ... 6.4724 eV
F_max ... 0.9 eV/A

Löwdin population analysis, charges in e, atoms 1 to 6: Pd 0.060; Cl 0.609; C -0.737; C -0.711; Cl 0.641; C -0.571